{
  "formula": "C27H55N3O4",
  "method": "wB97M-V/def2-TZVPD",
  "s2": 0.757,
  "homo_ev": [-18.663, -18.662],
  "total_charge": 3,
  "spin_multiplicity": 2,
  "homo_lumo_gap_ev": [6.85, 6.90],
  "species": ["O", "H", "C", "C", "C", "C", "C", "C", "N", "O", "C", "C", "C", "H", "H", "H", "H", "H", "H", "H", "H", "H", "H", "H", "H", "H", "H", "H", "H", "H", "H", "C", "C", "C", "C", "C", "C", "N", "O", "C", "C", "C", "H", "H", "H", "H", "H", "H", "H", "H", "H", "H", "H", "H", "H", "H", "H", "H", "H", "H", "C", "C", "C", "C", "C", "C", "N", "O", "C", "C", "C", "H", "H", "H", "H", "H", "H", "H", "H", "H", "H", "H", "H", "H", "H", "H", "H", "H", "H"],
  "coordinates": [[-0.143, -0.182, 0.223], [-0.433, 0.697, 0.536], [5.262, 0.273, 0.720], [3.833, -0.375, 0.784], [3.827, -1.773, 1.515], [4.178, -1.779, 3.023], [3.691, -0.480, 3.727], [2.694, 0.449, 3.080], [2.910, 0.542, 1.555], [2.650, 1.753, 0.936], [2.847, 1.831, 3.791], [1.231, -0.072, 3.189], [3.193, -0.490, -0.661], [5.952, -0.276, 0.079], [5.663, 0.078, 1.715], [5.286, 1.318, 0.410], [4.660, -2.282, 1.030], [2.911, -2.322, 1.297], [5.196, -2.103, 3.242], [3.629, -2.586, 3.508], [4.638, -0.006, 3.985], [3.338, -0.721, 4.730], [2.535, 1.709, 4.828], [2.164, 2.498, 3.264], [3.810, 2.324, 3.918], [1.126, -1.013, 2.648], [0.500, 0.661, 2.848], [0.856, -0.218, 4.202], [3.719, -1.248, -1.241], [3.231, 0.436, -1.236], [2.146, -0.792, -0.681], [-1.283, 4.318, -2.927], [-0.870, 3.189, -1.886], [-0.212, 3.679, -0.596], [-1.327, 4.170, 0.472], [-2.278, 3.126, 0.702], [-3.137, 2.647, -0.514], [-2.126, 2.294, -1.603], [-2.637, 1.592, -2.699], [-4.032, 3.826, -0.910], [-4.020, 1.459, 0.006], [0.226, 2.306, -2.582], [-1.957, 5.082, -2.541], [-1.531, 3.928, -3.914], [-0.421, 4.933, -3.184], [0.660, 4.281, -0.854], [0.231, 2.851, -0.043], [-1.723, 5.178, 0.349], [-0.738, 4.321, 1.376], [-2.930, 3.509, 1.487], [-1.653, 2.295, 1.029], [-4.976, 3.957, -0.379], [-4.465, 3.705, -1.903], [-3.551, 4.794, -1.054], [-4.648, 1.831, 0.816], [-3.530, 0.741, 0.664], [-4.574, 1.043, -0.835], [0.436, 1.414, -1.990], [1.089, 2.936, -2.796], [-0.082, 1.859, -3.528], [-1.097, -3.116, 1.727], [-1.498, -3.401, 0.247], [-2.831, -2.559, 0.106], [-3.151, -2.130, -1.337], [-1.940, -1.711, -2.144], [-0.747, -2.742, -2.185], [-0.400, -3.072, -0.752], [0.929, -3.343, -0.462], [0.366, -1.870, -2.874], [-1.132, -3.974, -3.048], [-1.694, -4.924, -0.108], [-0.833, -2.091, 1.987], [-0.259, -3.747, 2.022], [-1.938, -3.235, 2.409], [-2.566, -1.592, 0.534], [-3.684, -2.978, 0.639], [-3.959, -1.404, -1.429], [-3.500, -3.037, -1.831], [-1.572, -0.771, -1.730], [-2.405, -1.514, -3.110], [0.075, -1.583, -3.884], [1.203, -2.558, -2.990], [0.594, -0.934, -2.364], [-2.064, -4.471, -2.779], [-0.253, -4.591, -3.234], [-1.520, -3.530, -3.965], [-2.003, -5.536, 0.739], [-0.815, -5.510, -0.374], [-2.349, -5.189, -0.938]],
  "forces_ev_per_a": [[0.0, 0.0, -0.1], [0.0, 0.0, 0.1], [-0.3, -0.5, 1.0], [-1.6, -0.9, -1.0], [1.2, 0.6, -0.3], [-2.0, -0.3, 0.1], [2.3, -1.3, 0.4], [-0.3, 0.5, 0.6], [1.3, 8.1, -2.7], [0.9, -7.7, 3.9], [-1.1, 0.2, -0.7], [-0.3, 0.2, 0.0], [0.3, 0.0, 0.2], [-0.6, -0.3, -0.4], [0.3, 0.7, 0.1], [-0.3, -0.1, 0.3], [-0.3, -0.3, -0.3], [0.0, 0.2, 0.0], [0.2, 0.9, -0.2], [-0.2, -0.3, -0.4], [-0.2, 1.0, -0.3], [-0.5, 0.0, -0.1], [-0.5, -0.2, -0.1], [0.0, 0.3, 0.4], [0.4, -0.6, -0.8], [-0.1, 0.1, 0.0], [0.3, 0.1, -0.6], [0.9, -0.2, 0.3], [0.3, 0.0, 0.2], [0.3, 0.1, 0.3], [-0.1, -0.1, 0.6], [0.3, 0.1, 0.4], [1.5, -0.9, -1.4], [-2.5, 0.2, 1.4], [4.1, 2.7, -1.3], [-1.1, -1.4, -0.2], [0.3, -0.2, 2.9], [-4.3, -1.6, -7.4], [3.6, 4.0, 7.4], [-0.7, 0.6, -2.6], [0.5, 0.6, -0.4], [-1.2, -0.5, -0.4], [-0.5, -0.5, 0.0], [-0.7, -0.3, 0.4], [0.7, -0.3, 0.6], [-0.5, 0.6, 0.1], [0.1, -0.5, -0.3], [-0.2, -0.1, -0.7], [-0.1, -0.1, 0.3], [-0.3, -0.8, 0.1], [-0.5, -0.6, 0.6], [0.5, -0.4, 1.0], [0.2, -0.6, -0.4], [0.3, -0.2, 0.7], [-0.6, 0.7, -0.7], [0.9, -0.5, -0.9], [-0.2, -0.3, 0.5], [0.5, 0.3, 0.5], [0.0, -0.2, 0.3], [-0.3, 0.5, -0.2], [1.0, -0.7, -0.2], [-0.9, -0.1, 1.1], [1.3, 1.7, -1.8], [-0.1, -2.3, 0.0], [-0.8, -0.1, 1.3], [-1.0, 2.8, -0.9], [6.9, -1.9, 0.8], [-8.7, 2.1, -1.5], [0.3, -1.9, 0.2], [-0.3, 0.7, -0.1], [0.2, -1.3, 0.1], [0.3, 0.3, -0.9], [-0.2, -0.1, 0.2], [-0.2, -0.8, -0.4], [-0.1, 0.0, 0.8], [0.4, -0.3, 0.0], [0.1, 0.0, 0.3], [-0.5, 0.0, -0.2], [0.3, 0.1, -0.2], [1.0, -0.1, -0.5], [-0.4, -0.3, 0.1], [0.6, 0.6, 0.0], [0.1, -0.4, 0.4], [0.6, -0.4, 0.7], [-0.4, -0.3, 0.0], [0.8, 0.2, -0.4], [-0.5, 0.7, 0.5], [0.7, 0.7, 0.0], [-0.4, 0.8, 0.3]]
}

=====

{
  "formula": "C14H29AuCl3IN5Si",
  "method": "wB97M-V/def2-TZVPD",
  "homo_ev": -4.795,
  "total_charge": -1,
  "homo_lumo_gap_ev": 7.26,
  "e_above_lowest_kj_mol": 10.9,
  "species": ["Au", "C", "C", "N", "C", "C", "C", "C", "N", "H", "H", "H", "H", "H", "H", "H", "H", "H", "H", "H", "H", "H", "H", "I", "C", "H", "H", "Cl", "Si", "Cl", "Cl", "C", "C", "N", "C", "N", "C", "C", "C", "N", "C", "H", "H", "H", "H", "H", "H", "H", "H", "H", "H", "H", "H", "H"],
  "coordinates": [[-0.782, 1.225, 1.089], [-0.805, -2.488, -5.389], [0.269, -2.680, -4.311], [0.030, -1.956, -3.090], [0.619, -0.632, -2.962], [-0.262, 0.478, -3.526], [-0.707, -2.420, -2.040], [-1.514, -3.699, -2.183], [-0.721, -1.744, -0.961], [-0.574, -3.107, -6.254], [-0.848, -1.449, -5.707], [-1.780, -2.771, -5.000], [1.228, -2.336, -4.715], [0.380, -3.749, -4.099], [1.584, -0.646, -3.479], [0.785, -0.444, -1.898], [-0.397, 0.401, -4.607], [0.198, 1.437, -3.308], [-1.234, 0.445, -3.043], [-1.281, -4.311, -3.047], [-2.569, -3.422, -2.238], [-1.372, -4.301, -1.284], [-1.296, -2.126, -0.218], [-0.116, 3.796, -1.372], [-1.582, 2.405, -0.465], [-1.971, 1.875, -1.335], [-2.363, 3.096, -0.144], [1.943, 0.182, 3.554], [-0.035, 0.051, 2.926], [-1.011, 0.518, 4.760], [-0.286, -2.048, 2.946], [3.508, -3.361, -1.541], [2.707, -3.426, -0.245], [2.264, -2.102, 0.108], [2.895, -0.963, -0.318], [2.295, 0.148, -0.145], [2.969, 1.355, -0.545], [4.475, 1.240, -0.311], [4.990, 0.042, -1.100], [4.140, -1.108, -0.902], [4.656, -2.384, -1.320], [2.857, -2.997, -2.336], [3.894, -4.341, -1.827], [3.344, -3.844, 0.554], [1.841, -4.085, -0.354], [1.281, -1.952, 0.284], [2.546, 2.178, 0.036], [2.776, 1.558, -1.608], [4.639, 1.080, 0.758], [5.006, 2.144, -0.619], [6.011, -0.217, -0.778], [5.030, 0.309, -2.171], [5.347, -2.800, -0.566], [5.226, -2.251, -2.251]],
  "forces_ev_per_a": [[0.1, 0.2, -0.2], [0.3, -0.1, 0.2], [-0.2, -0.2, -0.3], [0.2, 0.0, -0.2], [0.1, 0.3, 0.1], [0.2, -0.2, 0.0], [-0.2, -0.4, 0.4], [0.0, 0.1, 0.0], [0.0, 0.4, 0.5], [0.0, -0.1, -0.1], [-0.1, 0.0, 0.0], [-0.1, 0.0, 0.0], [-0.1, -0.1, 0.1], [0.1, 0.1, 0.0], [0.0, 0.0, 0.1], [0.1, 0.0, -0.2], [0.0, 0.0, 0.0], [0.0, 0.2, 0.0], [-0.1, 0.1, 0.1], [0.0, 0.0, -0.1], [0.0, -0.1, 0.0], [0.0, 0.0, 0.0], [-0.1, -0.2, -0.2], [-0.2, -0.2, 0.2], [0.0, 0.1, -0.1], [0.1, 0.0, 0.0], [0.1, 0.0, 0.0], [0.5, 0.1, 0.0], [-0.3, 0.1, 0.2], [-0.1, 0.1, 0.0], [-0.1, -0.3, -0.2], [0.1, 0.0, 0.3], [0.2, -0.1, -0.1], [0.0, -0.3, 0.0], [-0.1, 0.3, 0.0], [-0.2, 0.1, 0.3], [0.2, -0.1, 0.1], [-0.2, -0.1, -0.1], [0.1, 0.4, 0.0], [0.0, -0.1, 0.0], [0.0, -0.3, -0.2], [0.0, 0.0, -0.1], [0.0, 0.0, 0.0], [-0.1, 0.0, -0.2], [0.0, 0.1, 0.1], [0.0, 0.1, 0.0], [0.0, 0.1, -0.2], [0.0, 0.2, 0.0], [0.1, 0.0, 0.0], [0.0, 0.0, 0.0], [-0.1, 0.0, -0.1], [0.1, -0.1, 0.1], [0.0, 0.0, -0.1], [-0.1, 0.0, 0.1]]
}

=====

{
  "formula": "HN2O3S",
  "method": "wB97M-V/def2-TZVPD",
  "homo_ev": [-4.312, -4.231],
  "total_charge": -1,
  "homo_lumo_gap_ev": [8.21, 8.12],
  "e_above_lowest_kj_mol": 528.0,
  "species": ["N", "N", "O", "O", "O", "S", "H"],
  "coordinates": [[-0.551, -1.883, 0.118], [0.271, -0.481, -0.468], [0.574, -0.551, -1.637], [-1.201, 1.564, 0.327], [1.162, 2.027, -0.106], [0.189, 1.195, 0.621], [-0.445, -1.871, 1.146]],
  "forces_ev_per_a": [[2.7, 3.6, -2.1], [-2.4, -5.9, -0.5], [-0.5, 0.6, 2.2], [0.6, -0.3, 0.2], [-0.3, -0.6, 0.5], [-0.1, 1.7, -0.2], [0.1, 0.9, -0.2]]
}